# 1
Here is a structure of composition C4H8NO3 in a non-equilibrium geometry from the OMol25 dataset. Energies are from ωB97M-V with the def2-TZVPD basis set.

```
! wB97M-V def2-TZVPD RIJCOSX def2/J DEFGRID3
* xyz -1 1
O -2.53 -1.05 -0.86
O 3.80 0.48 -1.00
O 2.96 -1.38 0.03
N 1.92 0.67 0.37
C -1.59 -0.57 -0.08
C 0.70 -0.03 0.70
C 2.99 -0.16 -0.26
C -0.23 -0.18 -0.50
H -1.76 -0.56 1.05
H 1.76 1.46 -0.26
H 0.17 0.60 1.49
H -3.95 1.14 0.34
H 1.00 -0.98 1.17
H -1.30 0.55 -0.55
H 0.11 -0.63 -1.47
H -4.05 0.65 -0.17
*
```

Computed properties:
Energy relative to the best compared isomer or geometry (same formula, charge and spin): 465.3 kJ/mol
Gap between HOMO and LUMO: 8.1 eV
Strongest force on any atom: 0.1106 Eh/bohr
Calculated total energy: -11908.4714 eV
Molar mass: 118.11 g/mol
Lowest unoccupied orbital energy: 3.5802 eV

And the Mulliken charges, in e, turn out to be:
1. O -0.642
2. O -0.757
3. O -0.720
4. N -0.416
5. C 0.029
6. C -0.418
7. C 0.586
8. C -0.301
9. H 0.322
10. H 0.259
11. H 0.296
12. H 0.076
13. H 0.323
14. H 0.093
15. H 0.353
16. H -0.086

=====

# 2
Here is a cluster of 2 separate species, C4H8NO3 in total in a non-equilibrium geometry from the OMol25 dataset. Energies are from ωB97M-V with the def2-TZVPD basis set.

```
! wB97M-V def2-TZVPD RIJCOSX def2/J DEFGRID3
* xyz -1 1
O -0.46 -2.38 -2.38
O 1.27 2.19 0.27
O 0.73 0.60 1.62
N 0.62 -1.99 -0.41
C -0.44 -1.87 -1.26
C 0.68 1.70 1.16
C -1.48 -0.90 -0.97
C -0.59 2.49 1.77
H -1.39 1.81 2.03
H -1.56 -0.09 -1.63
H -0.88 3.18 1.01
H 0.81 -1.32 0.32
H -1.39 -0.62 0.05
H -2.47 -1.31 -1.12
H -0.17 3.03 2.63
H 1.35 -2.50 -0.65
*
```

Computed properties:
Energy relative to the best compared isomer or geometry (same formula, charge and spin): 134.1 kJ/mol
Gap between HOMO and LUMO: 7.9 eV
Strongest force on any atom: 0.1262 Eh/bohr
Calculated total energy: -11911.9041 eV
Molar mass: 118.11 g/mol
Lowest unoccupied orbital energy: 3.8584 eV

And the Mulliken charges, in e, turn out to be:
1. O -0.671
2. O -0.669
3. O -0.696
4. N -0.330
5. C 0.581
6. C 0.523
7. C -0.851
8. C -0.950
9. H 0.262
10. H 0.266
11. H 0.295
12. H 0.246
13. H 0.267
14. H 0.305
15. H 0.241
16. H 0.181